The following is a DFT calculation (ωB97M-V/def2-TZVPD) of a molecular structure, C19H25BF4N8ReS2.

```
60
C19H25BF4N8ReS2, DFT ωB97M-V/def2-TZVPD
Re -1.546 -1.806 -0.743
N -1.467 0.608 -2.712
C -1.740 1.037 -1.410
C -2.218 2.283 -1.205
C -2.655 2.684 0.112
C -2.400 1.912 1.169
C -1.699 0.609 1.003
N -1.587 0.112 -0.376
C -0.571 -0.333 -3.186
C -0.052 -0.179 -4.471
C 0.797 -1.141 -4.969
C 1.139 -2.233 -4.171
C 0.595 -2.321 -2.920
N -0.265 -1.394 -2.422
H -1.751 1.279 -3.410
H -2.341 2.954 -2.045
H -3.184 3.621 0.227
H -2.703 2.171 2.174
H -2.238 -0.163 1.561
H -0.327 0.685 -5.061
H 1.197 -1.045 -5.969
H 1.797 -3.011 -4.527
H 0.803 -3.166 -2.280
C 0.943 5.056 0.895
C 1.262 3.844 0.030
N 0.537 2.634 0.449
C 0.869 1.879 1.482
S -0.113 0.520 1.993
N 1.985 2.089 2.158
C 2.427 1.354 3.357
C 1.847 1.930 4.639
H 1.492 5.923 0.531
H 1.214 4.901 1.940
H -0.121 5.287 0.855
H 2.331 3.621 0.012
H 0.974 4.024 -1.004
H -0.386 2.510 0.054
H 2.514 2.917 1.927
H 3.514 1.407 3.365
H 2.161 0.305 3.233
H 2.140 2.972 4.766
H 2.225 1.370 5.493
H 0.759 1.868 4.646
F -1.668 -3.569 -1.519
B -0.620 -5.442 -1.822
F 0.399 -5.034 -1.049
F -0.509 -5.261 -3.125
F -1.565 -6.182 -1.303
S -5.137 -3.251 1.873
C -3.891 -2.683 1.126
N -2.929 -2.238 0.555
N 1.309 -2.128 0.191
C 2.064 -2.757 1.096
C 1.220 -3.472 1.926
C -0.056 -3.227 1.445
N 0.000 -2.403 0.385
H 1.597 -1.557 -0.587
H 3.138 -2.668 1.085
H 1.499 -4.105 2.749
H -1.009 -3.600 1.783
```

As for the HOMO energy (alpha / beta): -13.503 / -13.486 eV. Its net charge is +2. As for the energy above the lowest of the compared OMol25 structures with the same formula, charge and spin: 78.6 kcal/mol. As for the spin multiplicity: 2. For the LUMO energy (alpha / beta), the calculation gives -7.66 / -7.23 eV. The expectation value of S² is 0.762. The frontier orbital gap (alpha / beta) is 5.8 / 6.3 eV.